Below is a molecular structure, C24H31Cl3N5O2PdS2Se, with properties calculated with ωB97M-V/def2-TZVPD.

```
69
Properties=species:S:1:pos:R:3:forces:R:3
Pd 1.67128 -0.75711 -0.63536 -0.4736 -0.2545 -0.3890
Cl -1.80677 3.43023 3.83422 0.3590 0.3536 -0.2868
C -2.66391 2.66396 2.53680 0.1732 0.3963 0.0610
C -2.32352 2.79598 1.19814 -0.5082 -0.1714 -0.9968
C -3.05616 2.03172 0.27758 -0.3594 0.1063 1.8260
C -4.07854 1.18756 0.69180 -0.4069 -0.4930 -1.0153
C -4.72013 0.27627 -0.37527 1.6520 -1.1461 0.2674
C -4.00832 -1.10258 -0.43971 -0.9182 -0.7624 2.1284
N -2.67091 -1.20235 0.11053 1.4350 1.1384 0.4692
C -2.28429 -1.30444 1.46973 2.2580 -0.0766 -3.0309
C -0.88357 -1.27463 1.49028 -3.3422 0.0957 -0.1611
N -0.44940 -1.10129 0.18730 0.1895 0.9026 0.1224
C -1.53722 -0.94944 -0.59139 0.9300 -1.3848 1.7365
O -4.61409 0.76708 -1.70557 -0.1204 0.0442 0.7387
C -5.45410 1.89102 -1.87832 -0.9151 -0.0480 -1.9603
C -6.74562 1.67139 -1.19502 0.0816 1.1297 0.5220
C -7.63305 0.68568 -1.43424 -0.3445 -0.6102 0.0582
Cl -7.60473 -0.38760 -2.76815 0.0053 -0.1030 -0.0111
S -8.70081 0.44978 -0.10448 -0.3712 -0.7483 -1.0120
C -8.03012 1.73905 0.70987 1.3553 1.0641 -1.1589
C -7.00339 2.35283 0.03129 -0.7592 -0.5238 0.2118
C -4.40790 1.11896 2.03976 0.1575 -0.1530 -0.1029
Cl -5.55072 -0.05005 2.62245 -0.1184 0.0661 -0.0730
C -3.71747 1.87703 2.95975 0.4262 -0.4852 0.3508
H -1.59390 3.47796 0.76049 0.0901 -0.1594 0.7550
H -2.89022 2.06106 -0.76229 0.5066 0.2317 -1.0450
H -5.72617 -0.00874 -0.06860 -0.1118 0.4878 -0.2956
H -4.08969 -1.57523 -1.40539 0.2658 0.2689 -0.4989
H -4.59661 -1.75861 0.22353 0.1050 0.1251 -0.2278
H -2.97495 -1.40205 2.23043 -1.2898 -0.2827 1.2932
H -0.43541 -1.32289 2.48921 0.9372 -0.0331 -1.1201
H -1.48167 -0.76540 -1.64882 -0.2368 -0.1327 -0.0585
H -5.61543 2.03626 -2.97146 0.3967 -0.1619 0.6487
H -5.00871 2.76628 -1.46146 0.4866 0.8015 0.1943
H -8.53193 2.08123 1.53972 -0.7414 0.6678 1.9347
H -6.46029 3.25252 0.33470 -0.2628 -0.4619 0.0688
H -3.81513 1.75517 4.03660 -0.4720 -0.0027 -0.3129
C 6.31380 -2.20146 3.68161 -1.6515 0.3175 0.3538
C 6.63638 -1.77554 2.28109 0.1712 1.2793 -1.5167
N 5.65376 -2.22260 1.25194 0.0491 -1.9751 0.2647
C 4.60183 -1.57149 0.73441 -0.0030 0.5326 1.2259
S 3.10363 -2.41252 0.57556 0.0679 0.4345 -0.5269
N 4.65905 -0.25711 0.49670 -0.1649 -0.2595 0.0899
C 5.77573 0.67160 0.49629 0.4354 0.4400 2.6376
C 6.93935 0.30906 -0.33823 -0.4903 -1.1497 -1.9480
H 7.07793 -1.81180 4.36238 -0.3216 0.0505 -0.0360
H 6.29121 -3.29261 3.79919 -0.0297 0.2353 -0.1228
H 5.28051 -1.79091 3.91397 1.2725 -0.5317 0.2258
H 7.62476 -2.16790 2.00656 -0.2320 0.2472 -0.2028
H 6.62589 -0.65897 2.15613 0.4733 -1.3193 0.6351
H 5.44736 -3.23602 1.27935 0.3316 0.8822 0.0799
H 3.74023 0.08837 0.27218 -0.0058 0.4684 -0.1212
H 6.08977 0.95202 1.57255 -0.3365 -0.7468 -1.3898
H 5.43188 1.62129 0.19955 -0.9600 0.9609 -0.8229
H 7.49780 -0.52618 -0.00643 0.4049 -1.0266 0.5442
H 7.63348 1.08599 -0.43079 0.9109 1.4809 0.1327
H 6.64748 0.08089 -1.38995 -0.0938 0.1050 0.6760
Se -1.15580 2.47374 -3.57401 0.0937 0.1349 0.0766
C -0.01119 1.50759 -2.56285 -0.5178 -0.0063 -0.4232
N 0.59571 0.71638 -1.98654 0.7389 -0.2386 0.5532
C 3.75447 -2.20671 -3.91642 -0.2213 -0.6473 1.9481
C 3.47665 -0.75982 -3.53016 -1.2953 -0.7313 -0.1918
O 3.62109 -0.45116 -2.13609 0.1642 -0.6496 0.0439
H 3.57349 -2.37586 -4.97589 0.3781 0.0682 -0.0084
H 3.04115 -2.85593 -3.35720 0.4474 0.2261 -0.3881
H 4.78616 -2.50556 -3.56445 -0.9201 0.2545 -0.7793
H 2.44444 -0.47922 -3.79479 0.3833 -0.0739 -0.0124
H 4.14849 -0.18330 -4.09024 0.9250 1.3354 -0.6695
H 4.14709 -1.17088 -1.75410 -0.0628 0.2172 0.0422
```
Forces are in eV/Å.

Gap between HOMO and LUMO (alpha / beta) ... 8.6 / 4.6 eV
Multiplicity ... 3
LUMO level (alpha / beta) ... -2.0 / -6.2 eV
⟨S²⟩ ... 2.014
Charge ... +1

Here are the natural (NBO) charges for atoms 1 to 4, given in e: 0.605, 0.023, -0.008, -0.236

=====

Below is a molecular structure, C32H33AsN3O7PSTi, with properties calculated with ωB97M-V/def2-TZVPD.

```
79
Properties=species:S:1:pos:R:3:forces:R:3
Ti -1.56216 -0.26948 -0.00391 -1.3582 1.1251 0.6595
C 3.70123 3.38732 -1.33532 -0.0179 0.0110 -0.0013
C 2.45012 3.73676 -0.84674 0.0151 0.0108 -0.0157
C 1.76910 2.88600 0.01371 0.0300 -0.0302 0.0172
C 2.32987 1.66824 0.39631 -0.0002 0.1186 -0.0204
C 3.57998 1.32007 -0.11455 0.0213 0.0076 -0.0449
C 4.26514 2.17407 -0.96492 0.0014 -0.0341 0.0192
P 1.38854 0.44261 1.37487 -0.1507 0.0682 0.0060
C 2.51792 0.12831 2.79013 0.0905 -0.0756 -0.0387
C 3.49942 1.00955 3.24021 0.0201 0.0033 -0.0201
C 4.26837 0.70646 4.35540 -0.0020 0.0038 -0.0124
C 4.06827 -0.48501 5.03891 -0.0052 -0.0167 0.0078
C 3.10274 -1.37771 4.59446 -0.0043 -0.0072 -0.0052
C 2.34239 -1.07577 3.47349 -0.0177 0.0415 0.0172
C 0.07793 1.45222 2.15516 0.0303 -0.0806 -0.0823
C 0.30831 2.36194 3.19027 -0.0354 0.0458 0.0503
C -0.73960 3.12078 3.68530 -0.0002 -0.0275 -0.0219
C -2.01007 2.96321 3.13267 -0.0048 -0.0033 0.0060
C -2.22234 2.04816 2.11168 0.0043 -0.1118 -0.0065
C -1.19164 1.24225 1.58720 0.0449 0.1168 -0.0231
H 4.23027 4.04991 -2.00940 -0.0049 0.0034 0.0008
H 1.99737 4.67758 -1.13745 0.0020 0.0011 0.0012
H 0.78939 3.16031 0.38464 -0.0039 -0.0025 0.0050
H 4.01825 0.36153 0.14192 -0.0135 -0.0002 0.0145
H 5.23277 1.88131 -1.35364 -0.0026 0.0056 -0.0049
H 3.66641 1.93729 2.70536 -0.0028 0.0040 0.0175
H 5.02565 1.40403 4.69268 -0.0001 0.0010 -0.0017
H 4.66787 -0.72052 5.90966 0.0007 -0.0001 -0.0023
H 2.94914 -2.31655 5.11272 0.0031 0.0061 0.0056
H 1.59843 -1.77964 3.11430 0.0016 0.0001 -0.0051
H 1.29768 2.48325 3.61873 0.0228 -0.0260 -0.0269
H -0.57106 3.82677 4.49058 -0.0051 0.0001 -0.0016
H -2.83725 3.55446 3.51444 0.0031 -0.0064 -0.0011
H -3.22628 1.90994 1.71773 -0.0066 0.0360 0.0143
C -1.71556 -1.15843 3.99362 -0.0506 0.0041 0.0170
C -1.82516 -2.04332 2.80594 0.0111 -0.0117 -0.0289
N -1.28680 -1.80321 1.62758 -0.0701 -0.0182 -0.0084
C -1.70495 -2.80262 0.79639 0.2266 -0.3590 -0.5746
C -2.47643 -3.68943 1.48086 -0.3910 -0.3515 -0.0261
N -2.53678 -3.19019 2.75777 0.0767 0.1286 0.1523
C -3.19958 -4.93468 1.13205 0.2190 0.1350 -0.0014
O -3.11727 -5.33129 -0.11862 -0.0818 -0.1510 0.1227
O -3.80734 -5.54152 1.98890 -0.0852 -0.0279 0.0693
C -1.30386 -2.76620 -0.65050 0.0800 -0.3848 0.2613
O -1.71152 -3.64420 -1.43204 0.0187 -0.2270 0.0793
O -0.53265 -1.80738 -0.95431 0.0660 0.1011 -0.2158
H -0.73842 -0.67923 4.00833 0.0026 -0.0013 -0.0036
H -1.86660 -1.71251 4.92055 -0.0074 -0.0065 -0.0133
H -2.45989 -0.36282 3.92240 0.0092 0.0065 0.0064
H -3.05258 -3.63279 3.50144 0.0014 -0.0105 -0.0146
H -2.55464 -4.69588 -0.67783 -0.0394 0.1321 -0.0789
C 0.63809 -2.65137 -5.87667 -0.0791 -0.0412 0.0211
As 0.53110 -1.96601 -4.06439 0.1418 0.1560 -0.0892
C -1.33538 -1.50470 -3.92234 0.0906 -0.0110 0.0083
C 0.98819 -3.51587 -3.01623 0.0447 0.0757 -0.0599
S 1.89612 -0.38700 -3.87328 -0.0551 -0.0972 -0.0065
H -0.03381 -3.49896 -6.01828 -0.0082 0.0102 0.0112
H 1.66598 -2.95250 -6.06833 0.0073 0.0154 0.0042
H 0.36981 -1.84307 -6.55441 0.0076 -0.0138 -0.0231
H -1.93694 -2.39907 -4.07691 -0.0074 -0.0013 0.0143
H -1.51917 -0.77348 -4.70964 -0.0579 0.0080 0.0064
H -1.55671 -1.09026 -2.94277 0.0245 0.0202 -0.0308
H 0.18688 -4.24935 -3.05549 -0.0242 0.0116 0.0231
H 1.15353 -3.19379 -1.99351 -0.0094 -0.0093 0.0042
H 1.90836 -3.90732 -3.44913 0.0072 -0.0212 0.0259
O -0.68189 1.16811 -1.32884 0.3180 -0.3729 0.0668
N -1.23342 1.91999 -2.21716 -0.2439 0.1476 -0.1455
C -0.50561 2.26754 -3.30119 0.0168 -0.0321 0.1146
C -1.04682 3.09216 -4.26094 0.0555 -0.0077 -0.0260
C -2.34299 3.56272 -4.12028 -0.0619 0.0112 -0.0026
C -3.06836 3.18381 -3.00178 0.0012 0.0069 -0.0275
C -2.50314 2.35880 -2.05441 0.1101 -0.0158 0.0486
H 0.47628 1.81308 -3.32679 -0.0045 0.0231 -0.0556
H -0.43849 3.34674 -5.11737 -0.0107 0.0013 -0.0049
H -2.78410 4.20409 -4.87103 0.0121 0.0086 0.0007
H -4.08568 3.51470 -2.84911 0.0008 0.0044 -0.0019
H -2.99689 1.97947 -1.17269 -0.0621 -0.0065 -0.0307
O -3.45301 -0.29529 0.40304 0.6354 0.0237 -0.1997
O -3.18408 -0.25713 -1.03924 0.5101 -0.0396 0.1059
```
Forces are in eV/Å.

Gap between HOMO and LUMO (alpha / beta) ... 5.8 / 7.0 eV
Multiplicity ... 2
LUMO level (alpha / beta) ... 2.5 / 2.5 eV
⟨S²⟩ ... 0.756
Charge ... -1

Here are the Mulliken charges for atoms 1 to 4, given in e: -0.181, -0.502, -0.591, -0.454

=====

Looking at F_max for the records above, in order, we have 3.8, 1.9 eV Å⁻¹.
Looking at energy relative to the best compared isomer or geometry (same formula, charge and spin) for the records above, in order, we have 22.0, 20.4 kcal/mol.